No. 1
A 13-piece molecular cluster, C25H55F3N2O19P2S2 overall in a non-equilibrium geometry, computed with ωB97M-V with the def2-TZVPD basis set.

XYZ file:
```
108
Properties=species:S:1:pos:R:3:forces:R:3
S 2.463 -0.760 -0.813 -0.1 -0.1 -0.1
S 0.153 0.569 -5.739 0.4 -0.5 -2.2
P 2.110 -3.135 1.283 0.9 0.6 -0.6
P 0.610 -4.429 0.361 -0.2 -1.2 0.1
F 0.112 -2.468 -2.062 -0.2 0.5 0.1
F -0.842 -3.658 -3.587 0.1 0.4 0.0
F -1.305 -1.563 -3.463 0.2 0.2 0.4
O 2.481 -7.598 0.450 -0.1 -0.1 0.2
O 0.856 -0.569 -6.274 0.0 -0.5 0.8
O 1.156 -4.898 -0.912 0.1 0.2 -0.4
O -1.199 1.140 7.901 -0.3 0.2 0.4
O -0.141 3.501 -1.549 -0.5 0.0 -0.3
O 0.697 -2.251 -4.214 -0.2 0.4 0.7
O 4.191 3.015 0.102 0.0 0.2 -0.1
O -3.746 -4.063 5.101 -0.1 0.2 0.1
O -4.289 -0.129 -5.354 -0.4 -0.1 0.0
O 1.863 3.108 4.724 0.1 0.3 -0.1
O -4.856 -1.937 2.793 0.1 0.0 0.3
O -2.004 3.074 -7.150 0.0 -0.1 -0.4
O 0.400 -5.691 1.341 -0.1 0.6 0.0
O 5.500 5.485 1.976 0.1 0.0 -0.2
O 3.653 -9.943 -1.097 -0.1 0.1 -0.1
O -0.834 -3.744 0.279 0.6 0.2 0.5
O 4.099 7.016 3.736 -0.2 0.1 0.1
O 0.478 1.738 -6.530 -0.6 0.9 0.7
O -1.193 6.716 -3.043 0.1 0.0 0.1
N 1.374 1.840 -0.024 0.0 0.1 -0.2
N -1.854 -2.390 3.031 0.1 -0.7 0.2
C 1.504 0.295 -1.911 0.3 -0.4 0.9
C 0.284 2.333 -2.119 0.1 0.2 0.4
C -0.292 -2.452 -3.326 -0.2 -1.6 -0.7
C 0.372 0.666 5.540 -0.8 -0.4 -0.4
C -0.883 -3.018 3.569 0.5 -0.2 0.2
C 0.409 -2.261 3.903 -0.7 0.7 -0.6
C -2.130 3.483 -3.530 0.1 -0.4 0.0
C 1.056 1.477 -1.366 0.0 0.2 0.5
C -0.919 -4.507 3.907 0.3 1.1 -0.3
C 0.672 -1.192 2.858 0.6 -0.4 -0.3
C 1.221 -0.022 -3.222 0.3 -1.4 -0.5
C 1.585 -0.486 0.731 0.3 0.3 -1.2
C 0.222 0.103 3.032 -0.7 -0.1 1.2
C -0.541 0.484 4.290 0.3 -0.1 -0.3
C 1.123 0.806 0.921 0.5 -0.3 -0.3
C 0.488 0.870 -4.002 -0.2 0.4 0.1
C -3.310 2.960 -3.833 -0.1 0.0 0.2
C 1.375 -1.478 1.675 -0.1 -1.3 0.5
C -1.116 3.359 -0.486 -0.1 0.2 0.4
C -0.815 3.099 -4.208 -0.8 0.2 0.3
C 0.443 1.058 2.071 -0.5 1.1 0.7
C -1.592 0.166 -5.854 0.6 -0.4 0.3
C -0.008 2.051 -3.444 -0.4 0.9 -0.8
C -1.953 2.080 -0.490 0.2 0.2 0.6
C 1.731 -1.343 -3.771 0.5 0.2 -0.6
H -3.924 -3.748 5.993 0.0 -0.1 0.0
H 4.667 3.092 -0.731 0.0 -0.1 0.0
H -4.148 -3.393 4.534 -0.2 -0.1 -0.1
H 1.053 -6.362 1.074 0.1 -0.3 -0.1
H 2.349 2.145 -0.009 0.0 0.1 0.3
H 3.573 6.914 2.935 0.1 -0.1 0.0
H 2.303 3.129 3.867 0.0 -0.1 0.0
H 0.115 -4.840 4.003 -0.2 -0.4 0.1
H 5.612 5.979 2.799 -0.2 -0.1 0.0
H -0.254 4.035 -4.315 0.2 -0.3 0.0
H 2.416 -3.780 2.503 -0.7 0.2 0.1
H -1.397 1.297 0.033 -0.2 -0.2 -0.3
H -0.535 7.414 -3.122 0.0 0.0 0.0
H 2.631 -8.446 0.881 0.0 0.0 0.0
H -4.895 -1.503 1.935 0.0 -0.1 0.0
H -1.142 2.729 -7.426 0.1 0.1 0.2
H 6.128 5.892 1.370 0.0 -0.1 0.0
H -0.036 0.054 6.341 0.3 -0.1 0.0
H -1.081 2.799 -5.216 0.2 -0.1 0.2
H -1.631 -0.909 -5.665 0.1 0.2 0.2
H -2.851 2.277 0.107 0.1 0.0 -0.1
H -1.075 1.412 4.067 0.0 -0.1 0.2
H 3.106 -7.593 -0.283 0.0 0.1 0.0
H 2.326 -1.125 -4.658 -0.2 -0.3 0.0
H -2.564 2.980 -7.927 -0.1 0.1 0.1
H -0.518 1.138 8.582 0.0 0.0 0.0
H -1.781 1.865 8.154 0.0 -0.1 0.0
H 2.386 -1.882 -3.085 -0.3 0.2 0.2
H -3.449 2.139 -4.526 0.0 0.3 -0.2
H 2.090 3.953 5.126 0.0 0.0 0.0
H -0.572 3.447 0.459 0.0 -0.1 -0.1
H 0.281 1.696 5.862 0.5 -0.1 0.1
H -3.934 -0.973 -5.654 0.0 0.0 0.0
H -4.194 3.340 -3.325 0.0 -0.2 -0.1
H 2.858 -9.739 -1.601 0.0 0.0 0.0
H -2.163 0.698 -5.106 -0.1 0.1 -0.2
H 1.402 0.379 5.323 0.0 0.2 0.1
H -1.285 -0.296 4.470 0.0 0.2 0.0
H -1.409 -5.022 3.079 0.0 -0.2 0.2
H -0.839 -2.924 0.803 -0.3 0.0 0.0
H -2.282 1.757 -1.476 0.2 0.0 0.0
H 4.382 3.842 0.563 0.0 0.0 0.2
H -1.939 0.317 -6.875 0.2 0.5 0.1
H 1.249 -2.944 3.986 -0.1 0.0 0.2
H 3.625 7.675 4.253 0.1 0.0 0.1
H 0.075 2.059 2.290 0.1 0.0 -0.3
H -5.175 -0.341 -5.042 0.0 0.1 0.0
H 4.104 -10.614 -1.619 0.1 0.0 0.0
H 0.257 -1.729 4.847 0.1 -0.4 0.1
H -1.495 -4.622 4.825 0.1 -0.2 -0.1
H -2.591 -3.096 2.933 -0.1 0.3 -0.3
H -1.769 4.238 -0.531 0.1 -0.1 -0.4
H -4.051 -1.583 3.195 0.0 0.1 -0.2
H -2.098 4.207 -2.724 0.0 0.2 -0.3
H -0.772 6.057 -2.478 0.0 -0.1 -0.1
```
Positions in Å, forces in eV/Å.

Results
Kohn-Sham gap (eV): 7.898
HOMO level (hartree): -0.293
E (a.u.): -4303.4085
Net charge: 0
Maximum force (eV Å⁻¹): 2.30

No. 2
A 2-piece molecular cluster, C25H55IO2PSi overall in a non-equilibrium geometry, computed with ωB97M-V with the def2-TZVPD basis set.

XYZ file:
```
85
Properties=species:S:1:pos:R:3:forces:R:3
I -2.887 -3.585 -5.115 0.0 0.2 1.0
P 2.627 1.971 0.167 0.7 0.2 -0.7
Si -4.589 -3.824 -1.337 -0.8 -1.4 -0.4
O -6.332 -0.850 2.250 5.3 -2.1 -7.0
O -6.194 -1.687 -0.002 2.6 2.7 2.1
C 1.458 -0.423 2.408 -0.3 -0.6 0.2
C 4.673 1.495 3.060 0.2 0.1 0.3
C -5.896 -5.275 -1.453 -0.8 -0.2 -0.1
C -0.935 1.148 0.044 -0.1 -0.2 0.2
C 4.032 1.457 4.438 0.0 -0.2 0.1
C -3.918 -0.892 1.388 0.2 0.4 -1.1
C 1.146 2.573 -0.600 -0.9 0.7 -0.3
C -0.558 -4.111 -3.129 -0.1 -0.1 -1.0
C 1.837 -0.756 0.968 -0.8 -0.3 -0.1
C -3.371 -1.352 2.886 -1.2 -0.1 -0.9
C -2.132 -3.547 -3.057 1.6 -0.9 1.9
C 3.952 2.400 -0.993 0.5 -0.3 -0.1
C -5.736 -1.050 -1.246 -0.5 -0.2 -2.1
C 2.950 2.846 1.677 -0.2 0.9 0.9
C -0.222 2.494 0.060 -0.7 0.0 0.3
C 2.772 0.204 0.244 0.5 -1.4 -0.3
C 3.406 4.703 -2.127 -0.1 0.1 0.0
C -5.527 -1.139 1.190 -4.7 1.1 5.3
C 4.333 3.857 -1.248 0.1 0.6 0.0
C 2.157 -1.312 3.426 -0.1 0.1 0.4
C -2.933 -4.531 -2.019 1.0 -0.2 -1.0
C 3.007 4.058 -3.446 -0.1 0.1 -0.1
C 4.354 2.770 2.282 0.6 -0.3 -0.1
C -0.870 0.392 -1.274 -0.1 -0.1 0.0
C -5.252 -2.266 -2.255 -0.8 1.5 -1.1
H 1.640 0.619 2.636 0.1 0.3 0.1
H 4.383 0.611 2.494 0.0 -0.1 -0.1
H 3.884 3.876 -4.072 -0.1 -0.1 0.0
H 2.944 1.549 4.385 0.0 0.0 0.1
H 2.291 -1.758 0.931 0.0 0.3 0.0
H -3.588 -2.522 2.983 0.7 2.7 0.0
H 4.470 4.379 -0.296 0.1 -0.1 0.0
H -1.989 1.309 0.301 0.2 0.1 0.0
H -5.575 -6.203 -0.815 -0.6 1.7 -1.2
H -0.275 -4.757 -2.188 -0.6 1.6 -1.7
H 1.091 2.201 -1.626 0.2 -0.1 0.1
H -6.232 -2.580 -2.860 2.2 0.5 1.2
H -0.153 2.852 1.094 -0.1 0.0 -0.1
H 1.822 -2.349 3.329 0.1 0.1 0.0
H 2.513 4.991 -1.570 0.0 0.0 0.0
H 4.267 0.510 4.934 -0.1 0.2 0.0
H 4.411 2.267 5.065 -0.1 0.0 0.0
H 4.849 1.908 -0.596 -0.2 -0.1 0.0
H 0.159 0.211 -1.598 -0.1 0.0 0.0
H -2.223 -1.116 2.944 -2.3 -0.5 0.0
H 2.197 2.612 2.432 -0.1 -0.1 -0.1
H -6.048 -5.618 -2.576 0.3 0.7 2.3
H 0.381 -0.582 2.539 0.1 0.2 -0.1
H -2.207 -4.690 -1.085 -1.5 0.1 -2.1
H 5.098 2.878 1.487 -0.1 0.1 0.0
H 0.206 -3.229 -3.321 -1.5 -1.8 0.5
H -0.542 0.532 0.849 0.0 -0.2 0.1
H -4.374 -3.555 0.108 0.1 0.1 -0.1
H 4.495 3.628 2.950 -0.1 -0.1 -0.2
H -6.680 -0.546 -1.771 2.0 -1.0 1.5
H -0.472 -4.842 -4.064 -0.2 1.6 2.1
H -4.490 -1.859 -3.063 -1.6 -0.7 1.6
H -3.736 0.274 1.214 -0.6 -2.5 0.5
H 3.751 1.892 -1.941 -0.1 0.0 0.1
H 3.918 5.646 -2.350 0.0 -0.1 0.1
H -3.318 -1.425 0.512 -1.3 0.9 1.9
H 2.776 3.904 1.441 -0.2 -0.1 -0.2
H 0.925 -0.862 0.377 0.1 0.1 0.0
H 3.238 -1.289 3.305 0.1 0.0 0.0
H -1.347 -0.587 -1.164 0.0 0.1 -0.1
H -3.152 -5.561 -2.580 0.7 2.1 1.4
H -1.390 0.939 -2.065 0.1 -0.1 0.0
H 1.915 -0.980 4.444 0.1 -0.1 -0.2
H -6.919 -4.874 -1.035 1.9 -0.9 -0.8
H -4.949 -0.195 -1.108 -1.3 -1.8 0.0
H 2.763 -0.125 -0.805 0.1 0.3 0.0
H -4.012 -0.757 3.684 1.6 -1.4 -1.7
H 5.318 3.854 -1.734 -0.2 -0.2 0.2
H -2.189 -2.447 -2.659 0.2 -2.0 -1.0
H 3.792 -0.020 0.580 0.0 0.4 -0.1
H 2.481 3.113 -3.301 0.0 0.0 -0.1
H -0.876 3.206 -0.465 0.3 0.0 0.1
H 2.333 4.723 -3.994 0.1 -0.1 0.0
H 5.760 1.429 3.192 -0.2 0.0 -0.1
H 1.312 3.648 -0.698 0.4 0.0 -0.1
```
Positions in Å, forces in eV/Å.

Results
Kohn-Sham gap (eV): 8.857
HOMO level (hartree): -0.409
E (a.u.): -2064.2004
Net charge: +1
Maximum force (eV Å⁻¹): 8.99